The following is a DFT calculation (the ωB97M-V functional and the def2-TZVPD basis) of C11H25NO7PSi2 as an isolated structure at a distorted geometry.

CARTESIAN COORDINATES (ANGSTROEM)
1 C 2.672 -2.703 2.049
2 O 3.595 -1.803 1.426
3 C 2.848 -1.053 0.465
4 C 3.597 0.196 -0.039
5 C 3.016 0.783 -1.367
6 C 1.459 0.839 -1.456
7 C 0.912 0.095 -2.726
8 C -0.660 0.057 -2.730
9 C -1.263 -0.905 -1.667
10 C -2.771 -0.586 -1.287
11 Si -3.039 -0.077 0.514
12 N -4.537 -0.714 1.241
13 C -5.393 -0.998 0.413
14 O -6.176 -1.523 -0.281
15 O -3.108 1.602 0.648
16 Si -1.587 2.393 0.551
17 P -0.068 1.621 2.024
18 O 1.235 2.327 1.726
19 C -1.788 4.243 1.013
20 O -2.100 5.082 0.151
21 O -1.549 4.490 2.241
22 H 1.992 -2.167 2.748
23 H 3.194 -3.523 2.570
24 H 2.014 -3.113 1.247
25 H 2.605 -1.701 -0.409
26 H 1.918 -0.699 0.965
27 H 3.625 1.021 0.701
28 H 4.643 -0.124 -0.258
29 H 3.393 1.826 -1.434
30 H 3.457 0.248 -2.235
31 H 0.932 0.438 -0.573
32 H 1.132 1.895 -1.553
33 H 1.355 -0.914 -2.840
34 H 1.182 0.723 -3.604
35 H -1.002 -0.302 -3.727
36 H -1.003 1.105 -2.637
37 H -0.652 -0.968 -0.742
38 H -1.238 -1.925 -2.109
39 H -3.079 0.278 -1.922
40 H -3.375 -1.461 -1.605
41 H -1.926 -0.648 1.291
42 H -1.082 2.358 -0.832
43 H -0.593 1.875 3.320
44 H 0.131 0.231 1.778
45 O -0.743 -2.601 2.663
46 H -0.472 -2.547 3.586
47 H -1.704 -2.674 2.704

Total charge ... -1
E ... -52683.4243 eV
Orbital gap ... 6.52 eV
Max |F| ... 2.138 eV Å⁻¹
LUMO energy ... 2.2 eV

Taken from the Löwdin analysis, the atomic charges in e are: -0.123 -0.192 -0.253 -0.170 -0.191 -0.216 -0.205 -0.227 -0.251 -0.242 0.445 0.067 -0.425 0.142 -0.360 0.534 0.572 -0.529 -0.824 -0.105 -0.154 0.078 0.085 0.086 0.132 0.088 0.110 0.111 0.108 0.102 0.059 0.104 0.105 0.109 0.108 0.086 0.076 0.105 0.085 0.072 -0.008 -0.007 -0.009 -0.064 -0.079 0.037 0.028

=====

The following is a DFT calculation (the ωB97M-V functional and the def2-TZVPD basis) of a 2-piece molecular cluster, C11H25NSi overall at a distorted geometry.

CARTESIAN COORDINATES (ANGSTROEM)
1 C -1.496 0.738 -2.729
2 C -0.625 -0.062 -2.114
3 C -0.491 -2.807 0.179
4 C -2.901 -1.875 0.150
5 C 2.960 -0.739 1.341
6 C 2.964 -0.413 -1.260
7 C 2.694 1.573 0.388
8 C -1.257 2.870 0.091
9 C -2.008 1.425 1.742
10 C -1.413 -1.579 0.442
11 C 2.626 0.066 0.159
12 N -1.485 1.445 0.374
13 Si -0.633 0.024 -0.240
14 H -1.412 1.008 -3.706
15 H -2.360 0.961 -2.286
16 H 0.251 -0.449 -2.546
17 H -1.041 -3.819 0.094
18 H 0.165 -2.795 -0.757
19 H 0.213 -3.098 1.002
20 H -3.068 -1.831 -0.857
21 H -3.445 -1.132 0.521
22 H -3.295 -2.899 0.659
23 H 3.421 -0.138 2.217
24 H 2.130 -1.399 1.735
25 H 3.771 -1.399 1.112
26 H 2.107 -0.928 -1.720
27 H 3.726 -1.073 -1.097
28 H 3.226 0.432 -1.797
29 H 2.566 2.059 -0.458
30 H 2.086 1.824 1.125
31 H 3.796 1.701 0.639
32 H -2.141 3.315 -0.177
33 H -0.722 3.309 0.887
34 H -0.665 2.910 -0.719
35 H -1.915 0.406 2.126
36 H -1.551 2.352 2.369
37 H -3.184 1.660 1.558
38 H -1.594 -1.643 1.556

Total charge ... 0
E ... -21173.7415 eV
Energy above the lowest of the compared OMol25 structures with the same formula, charge and spin ... 152.3 kcal/mol
Orbital gap (alpha / beta) ... 7.14 / 7.02 eV
Max |F| ... 6.773 eV Å⁻¹
LUMO energy (alpha / beta) ... 0.3 / 0.8 eV

Taken from the Löwdin analysis, the atomic charges in e are: -0.045 -0.215 -0.160 -0.124 -0.117 -0.056 -0.084 -0.124 -0.158 -0.494 -0.372 -0.333 0.782 0.024 0.006 0.011 0.086 0.072 0.061 0.032 0.002 0.139 0.105 0.080 0.053 0.054 0.038 0.052 0.015 0.019 0.116 0.063 0.065 0.033 0.040 0.115 0.123 0.093

=====

The following is a DFT calculation (the ωB97M-V functional and the def2-TZVPD basis) of a 2-piece molecular cluster, C11H26BN2O5S overall at a distorted geometry.

CARTESIAN COORDINATES (ANGSTROEM)
1 C -2.167 -3.166 3.635
2 N -1.393 -2.207 2.823
3 C -0.853 -2.749 1.569
4 B -2.056 -0.936 2.686
5 O -1.965 -0.054 3.705
6 O -2.779 -0.479 1.533
7 S -4.316 -0.984 1.475
8 O -4.794 -0.948 2.830
9 O -4.088 -2.577 1.188
10 H -2.241 -4.122 3.138
11 H -1.673 -3.334 4.587
12 H -3.170 -2.829 3.861
13 H -0.869 -3.828 1.537
14 H -1.346 -2.381 0.675
15 H 0.184 -2.445 1.495
16 H -1.080 -0.124 4.098
17 H -4.619 -3.030 1.869
18 C 2.679 1.732 -3.147
19 C 1.823 0.598 -2.519
20 C 0.334 0.761 -2.854
21 C -0.408 1.800 -2.019
22 C -0.155 1.565 -0.532
23 C 1.329 1.539 -0.192
24 N 2.046 0.538 -1.042
25 O 1.796 -0.652 -0.616
26 C 1.905 2.958 -0.364
27 C 1.521 1.228 1.287
28 C 2.298 -0.689 -3.183
29 H 3.101 2.409 -2.412
30 H 3.537 1.321 -3.678
31 H 2.104 2.329 -3.857
32 H -0.162 -0.203 -2.706
33 H 0.236 0.994 -3.915
34 H -0.113 2.812 -2.309
35 H -1.478 1.728 -2.221
36 H -0.650 2.345 0.051
37 H -0.622 0.621 -0.233
38 H 2.981 2.965 -0.190
39 H 1.446 3.625 0.365
40 H 1.712 3.393 -1.342
41 H 1.056 0.292 1.594
42 H 1.069 2.021 1.882
43 H 2.579 1.182 1.546
44 H 3.327 -0.920 -2.905
45 H 2.256 -0.559 -4.265
46 H 1.675 -1.542 -2.926

Total charge ... 0
2S+1 ... 2
E ... -36558.3542 eV
Orbital gap (alpha / beta) ... 9.08 / 9.33 eV
Max |F| ... 1.874 eV Å⁻¹
LUMO energy (alpha / beta) ... 0.6 / 0.3 eV

Taken from the Löwdin analysis, the atomic charges in e are: -0.059 -0.071 -0.062 -0.830 0.205 -0.163 0.931 -0.386 -0.260 0.082 0.083 0.070 0.082 0.076 0.077 0.125 0.077 -0.018 -0.477 -0.139 -0.167 -0.134 -0.492 -0.084 -0.020 -0.043 -0.036 -0.054 0.055 0.078 0.088 0.122 0.121 0.106 0.114 0.128 0.118 0.092 0.089 0.064 0.071 0.088 0.094 0.092 0.091 0.078

=====

The following is a DFT calculation (the ωB97M-V functional and the def2-TZVPD basis) of C11H26Br3NO as an isolated structure at a distorted geometry.

CARTESIAN COORDINATES (ANGSTROEM)
1 C 3.450 -0.774 -6.085
2 Br 2.018 -1.044 -7.491
3 Br 3.225 0.890 -5.025
4 Br 5.248 -0.562 -6.971
5 H 3.279 -1.592 -5.385
6 C 3.897 3.862 2.163
7 C 2.963 3.671 3.302
8 C 3.512 3.197 4.676
9 C 2.447 2.691 5.721
10 C 1.651 3.972 6.298
11 C 2.182 4.635 7.643
12 H 4.751 4.512 2.350
13 H 3.400 4.183 1.248
14 H 4.392 2.920 1.925
15 H 2.362 4.580 3.293
16 H 2.308 2.834 3.063
17 H 4.238 3.905 5.076
18 H 4.027 2.290 4.360
19 H 1.681 2.161 5.156
20 H 2.738 1.983 6.497
21 H 1.595 4.818 5.613
22 H 0.585 3.774 6.411
23 H 1.702 5.605 7.765
24 H 1.969 4.004 8.506
25 H 3.266 4.730 7.577
26 C -3.212 -5.327 -5.651
27 C -3.472 -4.169 -4.645
28 C -4.927 -4.139 -4.048
29 O -4.991 -3.140 -2.995
30 C -6.218 -3.186 -2.240
31 N -2.470 -4.376 -3.596
32 H -3.875 -5.234 -6.511
33 H -3.306 -6.345 -5.272
34 H -2.270 -5.410 -6.193
35 H -3.247 -3.252 -5.189
36 H -5.209 -5.124 -3.675
37 H -5.593 -3.854 -4.862
38 H -6.505 -4.217 -2.031
39 H -7.015 -2.862 -2.909
40 H -6.186 -2.683 -1.274
41 H -1.570 -3.989 -3.839
42 H -2.819 -3.939 -2.754

Total charge ... 0
E ... -225491.2983 eV
Orbital gap ... 8.46 eV
Max |F| ... 3.448 eV Å⁻¹
LUMO energy ... -0.6 eV

Taken from the Löwdin analysis, the atomic charges in e are: -1.444 0.482 0.500 0.488 -0.026 -0.138 -0.295 -0.207 -0.166 -0.232 -0.108 0.074 0.074 0.069 0.100 0.104 0.104 0.098 0.086 0.099 0.081 0.084 0.060 0.057 0.058 -0.087 -0.400 -0.164 -0.210 -0.096 0.020 0.063 0.071 0.066 0.125 0.121 0.120 0.075 0.082 0.087 0.070 0.056